No. 1
Below is a cluster of 7 separate species, C5H24N2O7 in total at a distorted geometry, with properties calculated with ωB97M-V/def2-TZVPD.

Positions of all 38 atoms, in Å:
C1 -0.76 -2.22 -1.79
C2 0.07 -1.07 -2.37
C3 1.54 -1.58 -2.29
O1 2.06 -1.82 -1.23
N1 -0.07 0.10 -1.51
C4 0.73 1.22 -2.04
C5 0.35 2.44 -1.19
N2 0.70 2.15 0.20
H1 -1.78 -1.89 -1.55
H2 -0.94 -3.04 -2.49
H3 -0.32 -2.56 -0.86
H4 -0.16 -0.91 -3.42
H5 2.09 -1.64 -3.23
H6 0.35 -0.21 -0.65
H7 0.64 1.28 -3.12
H8 1.82 1.11 -1.92
H9 -0.73 2.49 -1.36
H10 0.76 3.41 -1.46
H11 0.94 3.01 0.67
H12 1.52 1.57 0.33
O2 0.72 0.07 3.10
H13 0.74 -0.90 3.08
H14 0.64 0.28 4.03
O3 -2.33 -0.96 2.12
H15 -3.16 -1.12 2.54
H16 -1.96 -0.06 2.18
O4 -0.43 -2.66 3.36
H17 0.26 -2.89 2.75
H18 -1.20 -2.52 2.84
O5 -1.73 1.88 1.58
H19 -0.95 1.66 1.04
H20 -1.45 1.78 2.50
O6 -3.22 2.35 -0.85
H21 -2.95 1.47 -1.14
H22 -2.77 2.55 -0.03
O7 3.90 -0.64 0.64
H23 3.34 -1.13 0.03
H24 3.72 -0.98 1.51

Output
- SMILES string: C[C@H](C=O)NCCN.O.O.O.O.O.O
- HOMO-LUMO gap: 9.799 eV
- Relative energy (zero: lowest compared OMol25 entry of this formula, charge and spin): 217.18 kJ/mol
- Net charge: 0
- HOMO level: -9.49 eV
- LUMO level: 0.0115 Ha

---

No. 2
Below is the molecule C4H3BrO at a distorted geometry, with properties calculated with ωB97M-V/def2-TZVPD.

Positions of all 9 atoms, in Å:
C1 0.54 -2.29 -0.07
C2 0.20 -1.15 -0.16
C3 -0.35 0.12 -0.03
Br1 -2.42 0.08 0.41
C4 0.38 1.53 0.20
O1 -0.30 1.15 -0.95
H1 0.73 -3.29 -0.31
H2 -0.21 2.30 0.74
H3 1.43 1.55 0.18

Output
- SMILES string: C#C[C@@]1(Br)CO1
- HOMO-LUMO gap: 10.009 eV
- Relative energy (zero: lowest compared OMol25 entry of this formula, charge and spin): 258.97 kJ/mol
- Net charge: 0
- HOMO level: -10.07 eV
- LUMO level: -0.0023 Ha

---

No. 3
Below is the molecule C24H30N4O5 at a distorted geometry, with properties calculated with ωB97M-V/def2-TZVPD.

Positions of all 63 atoms, in Å:
C1 4.15 -0.82 0.79
C2 3.11 -1.34 1.72
C3 3.33 -2.48 2.50
C4 2.31 -2.93 3.32
N1 1.13 -2.33 3.41
C5 0.93 -1.24 2.68
N2 -0.34 -0.69 2.88
C6 -0.88 0.43 2.33
O1 -0.30 1.15 1.54
C7 -2.28 0.74 2.82
C8 -3.05 1.41 1.68
C9 -3.18 0.37 0.57
O2 -3.43 -0.79 0.85
N3 -2.96 0.74 -0.71
C10 -2.85 2.08 -1.23
C11 -1.49 2.34 -1.93
O3 -1.44 2.42 -3.14
N4 -0.47 2.49 -1.09
C12 0.91 2.82 -1.47
C13 1.66 3.16 -0.19
C14 0.91 4.03 -2.41
C15 1.56 1.62 -2.17
C16 -3.04 -0.32 -1.71
C17 -2.10 -1.46 -1.43
C18 -2.55 -2.77 -1.44
C19 -1.69 -3.84 -1.21
C20 -0.37 -3.55 -0.98
C21 0.09 -2.23 -0.96
C22 -0.75 -1.17 -1.18
O4 1.44 -2.23 -0.73
C23 1.82 -3.58 -0.61
O5 0.68 -4.40 -0.75
C24 1.88 -0.71 1.82
H1 3.82 -0.99 -0.24
H2 4.28 0.25 0.92
H3 5.11 -1.31 0.94
H4 4.27 -3.01 2.46
H5 2.42 -3.81 3.93
H6 -0.90 -1.24 3.51
H7 -2.21 1.41 3.68
H8 -2.79 -0.17 3.12
H9 -4.06 1.68 2.02
H10 -2.52 2.30 1.37
H11 -3.63 2.23 -1.99
H12 -2.99 2.82 -0.45
H13 -0.58 2.21 -0.12
H14 2.72 3.32 -0.40
H15 1.26 4.07 0.26
H16 1.57 2.35 0.53
H17 0.40 4.87 -1.93
H18 0.39 3.80 -3.33
H19 1.93 4.32 -2.64
H20 1.64 0.78 -1.49
H21 0.96 1.33 -3.03
H22 2.56 1.89 -2.52
H23 -2.79 0.12 -2.68
H24 -4.07 -0.70 -1.75
H25 -3.59 -2.97 -1.62
H26 -2.04 -4.86 -1.22
H27 -0.40 -0.16 -1.16
H28 2.55 -3.83 -1.39
H29 2.27 -3.75 0.38
H30 1.67 0.17 1.24

Output
- SMILES string: Cc1ccnc(NC(=O)CCC(=O)N(CC(=O)NC(C)(C)C)Cc2ccc3c(c2)OCO3)c1
- HOMO-LUMO gap: 8.477 eV
- Relative energy (zero: lowest compared OMol25 entry of this formula, charge and spin): 100.49 kJ/mol
- Net charge: 0
- HOMO level: -7.81 eV
- LUMO level: 0.0247 Ha

---

No. 4
Below is the molecule CH5BOS at a distorted geometry, with properties calculated with ωB97M-V/def2-TZVPD.

Positions of all 9 atoms, in Å:
O1 2.00 0.02 0.15
B1 0.71 0.39 -0.06
C1 -0.40 -0.57 0.44
S1 -2.27 0.33 0.13
H1 2.67 0.55 -0.22
H2 0.45 1.37 -0.75
H3 -0.37 -0.65 1.49
H4 -0.66 -1.49 0.00
H5 -2.12 0.05 -1.18

Output
- SMILES string: OBCS
- HOMO-LUMO gap: 9.414 eV
- Relative energy (zero: lowest compared OMol25 entry of this formula, charge and spin): 117.03 kJ/mol
- Net charge: 0
- HOMO level: -9.00 eV
- LUMO level: 0.0153 Ha

---

No. 5
Below is a structure of composition C24H35ClIrSe3Te at a distorted geometry, with properties calculated with ωB97M-V/def2-TZVPD.

Positions of all 65 atoms, in Å:
Ir1 -0.39 -0.49 -1.07
C1 0.44 -0.54 1.02
C2 1.44 -0.14 0.19
C3 1.58 -1.21 -0.83
C4 0.62 -2.22 -0.48
C5 -0.05 -1.85 0.66
C6 -1.03 -2.74 1.39
C7 -2.15 -3.22 0.47
C8 -1.63 -2.01 2.59
C9 -0.23 -3.95 1.89
C10 2.60 -1.50 -1.91
C11 3.88 -2.01 -1.24
C12 2.88 -0.30 -2.82
C13 2.08 -2.63 -2.83
C14 2.21 1.16 0.46
C15 1.98 2.28 -0.56
C16 3.72 0.88 0.58
C17 1.76 1.73 1.82
H1 0.11 0.03 1.87
H2 0.52 -3.17 -0.98
H3 -2.67 -2.38 0.02
H4 -2.86 -3.81 1.04
H5 -1.77 -3.84 -0.34
H6 -2.18 -1.12 2.28
H7 -0.86 -1.70 3.31
H8 -2.32 -2.67 3.11
H9 0.21 -4.51 1.06
H10 -0.89 -4.63 2.43
H11 0.58 -3.65 2.57
H12 4.36 -1.27 -0.60
H13 4.59 -2.30 -2.02
H14 3.67 -2.90 -0.63
H15 3.35 0.52 -2.30
H16 1.95 0.06 -3.26
H17 3.55 -0.61 -3.62
H18 1.99 -3.58 -2.30
H19 2.81 -2.78 -3.63
H20 1.12 -2.37 -3.27
H21 2.13 1.96 -1.58
H22 2.66 3.10 -0.34
H23 0.97 2.67 -0.48
H24 4.17 0.65 -0.37
H25 3.92 0.05 1.27
H26 4.21 1.77 0.98
H27 0.71 2.00 1.82
H28 2.33 2.64 2.02
H29 1.95 1.03 2.64
Se1 -0.95 1.70 -1.85
Se2 -2.87 1.72 -3.24
Te1 -2.57 -0.41 -4.52
Se3 -1.80 -1.82 -2.58
Cl1 -4.77 6.77 0.29
C18 -4.18 5.16 0.57
C19 -2.88 4.97 1.03
C20 -2.42 3.70 1.25
C21 -3.24 2.57 1.04
C22 -2.76 1.27 1.26
C23 -4.56 2.80 0.57
C24 -5.02 4.07 0.35
H30 -2.24 5.83 1.19
H31 -1.40 3.55 1.60
H32 -3.36 0.39 1.03
H33 -1.75 1.12 1.60
H34 -5.20 1.95 0.39
H35 -6.03 4.24 -0.01

Output
- HOMO-LUMO gap (alpha / beta): 5.855 / 5.807 eV
- Relative energy (zero: lowest compared OMol25 entry of this formula, charge and spin): 84.67 kJ/mol
- Net charge: 0
- HOMO level (alpha / beta): -6.69 / -6.70 eV
- Multiplicity: 2
- LUMO level (alpha / beta): -0.0307 / -0.0327 Ha

---

No. 6
Below is a cluster of 2 separate species, C6H11N4O2 in total at a distorted geometry, with properties calculated with ωB97M-V/def2-TZVPD.

Positions of all 23 atoms, in Å:
C1 0.49 -0.03 0.24
C2 -0.68 0.59 -2.86
C3 0.09 -1.38 -0.17
C4 2.78 -0.28 -0.36
C5 -1.75 0.51 1.14
C6 -2.10 -0.92 0.82
N1 -0.37 0.83 0.73
N2 -1.85 0.37 -2.76
N3 1.80 0.44 0.12
N4 2.01 1.63 0.51
O1 0.47 0.82 -2.79
O2 -1.34 -1.37 -0.25
H1 0.28 -1.42 -1.17
H2 0.33 -2.19 0.43
H3 2.78 -1.32 -0.64
H4 3.74 0.16 -0.47
H5 -2.47 1.32 0.78
H6 -1.69 0.75 2.19
H7 -2.09 -1.53 1.72
H8 -3.12 -0.82 0.50
H9 -2.73 0.64 -3.16
H10 1.18 2.09 0.88
H11 2.98 2.12 0.49

Output
- HOMO-LUMO gap: 8.763 eV
- Relative energy (zero: lowest compared OMol25 entry of this formula, charge and spin): 347.26 kJ/mol
- Net charge: +1
- HOMO level: -13.69 eV
- LUMO level: -0.1812 Ha

---

No. 7
Below is a cluster of 2 separate species, C3H11NOS in total at a distorted geometry, with properties calculated with ωB97M-V/def2-TZVPD.

Positions of all 17 atoms, in Å:
C1 -1.60 0.40 0.19
C2 -0.08 0.57 0.25
C3 0.57 -0.54 1.05
S1 2.38 -0.32 1.28
N1 -2.23 1.46 -0.58
H1 -1.95 0.36 1.22
H2 -1.76 -0.59 -0.26
H3 0.34 0.52 -0.76
H4 0.15 1.54 0.69
H5 0.39 -1.51 0.59
H6 0.23 -0.60 2.09
H7 2.69 -0.34 -0.01
H8 -3.23 1.29 -0.53
H9 -1.99 1.33 -1.56
H10 -0.72 -1.00 -3.55
H11 -0.91 -1.73 -2.17
O1 -1.17 -0.94 -2.68

Output
- HOMO-LUMO gap (alpha / beta): 2.401 / 8.959 eV
- Relative energy (zero: lowest compared OMol25 entry of this formula, charge and spin): 0.00 kJ/mol
- Net charge: -1
- HOMO level (alpha / beta): 0.75 / -5.85 eV
- Multiplicity: 2
- LUMO level (alpha / beta): 0.1157 / 0.1141 Ha

---

Which of these has the highest relative energy (zero: lowest compared OMol25 entry of this formula, charge and spin)?
C6H11N4O2

---

Look up the net charge of the seventh one.
-1